Entry from the Open Molecules 2025 dataset: a 3-piece molecular cluster, C3H14NO2 overall in a non-equilibrium geometry (ωB97M-V/def2-TZVPD).

Summary:
- M: 96.15 g mol⁻¹
- Orbital gap: 12.613 eV
- Energy: -327.66236 Ha
- Net charge: +1

Atoms and positions in Å:
C  1.96330  -0.34665  1.51069
C  1.44544  0.20696  0.13413
N  -0.09207  0.27455  0.04556
C  -0.57996  1.39023  0.85857
H  3.00338  -0.83165  1.49852
H  1.82343  0.37303  2.30779
H  1.36987  -1.34613  1.57129
H  1.86488  1.24714  -0.12357
H  1.79735  -0.57764  -0.72516
H  -0.56613  -0.62224  0.28782
H  -0.50368  0.40700  -0.97786
H  -0.50338  1.18464  1.87811
H  -1.66400  1.60286  0.89330
H  -0.12834  2.27174  0.41476
H  -0.69924  1.76083  -2.49001
H  -1.45276  0.50993  -2.84598
O  -1.36997  1.11007  -2.13693
H  -1.46512  -2.94863  0.59048
H  -0.79729  -2.71264  -0.87656
O  -0.93092  -2.32798  0.04416